[1]
A 2-piece molecular cluster, C29H27N2O6S overall at a distorted geometry. Source: OMol25; level of theory: wB97M-V/def2-TZVPD.

```
65
Properties=species:S:1:pos:R:3:forces:R:3:mulliken_charge:R:1
C -5.9278 -1.2493 -1.3877 0.4 0.0 -0.1 -0.951
N -4.7772 -1.4256 -2.2537 -1.0 0.3 -0.6 0.217
C -4.9866 -2.4624 -3.2514 0.4 0.3 0.4 -1.012
C -3.5020 -0.9823 -1.8704 1.2 0.3 0.4 -0.057
C -2.5804 -1.8500 -1.2421 -0.4 0.3 -0.3 -0.412
C -1.3001 -1.4188 -0.9408 0.3 0.5 0.0 -0.439
C -0.8761 -0.1003 -1.2199 -1.3 -0.6 0.3 0.608
C 0.5192 0.2829 -1.0259 1.1 -0.2 -1.7 -1.131
C 1.5474 -0.4368 -1.5679 0.0 -0.3 -0.6 0.957
C 2.9126 0.1522 -1.5875 0.1 1.4 0.7 -0.568
O 3.1309 1.3017 -1.2739 0.1 -1.2 -0.4 -0.552
O 3.9474 -0.6328 -2.0345 -0.3 -0.6 0.2 -0.391
C 3.6889 -2.0528 -2.0849 0.0 0.3 -0.6 1.621
C 4.8469 -2.7218 -2.8324 -0.3 0.3 0.0 -1.737
C 3.5369 -2.6412 -0.6979 0.0 -0.1 0.2 -1.217
O 2.5091 -2.2718 -2.8823 0.0 0.2 0.4 -0.365
C 1.3801 -1.5539 -2.5600 -0.8 -0.1 0.0 0.170
O 0.3549 -1.7925 -3.1528 1.0 -0.1 0.2 -0.600
C -1.8288 0.7927 -1.7585 0.9 -0.1 0.3 -0.441
C -3.0964 0.3555 -2.1076 -0.5 -0.8 0.0 -0.491
H -5.7679 -0.4048 -0.7075 -0.1 -0.2 -0.2 0.274
H -6.8065 -1.0540 -2.0178 0.0 0.0 0.3 0.320
H -6.1215 -2.1628 -0.7970 -0.1 0.2 0.1 0.289
H -4.1539 -2.4844 -3.9632 -0.2 0.0 0.2 0.278
H -5.0975 -3.4568 -2.7862 0.0 0.0 -0.2 0.326
H -5.9146 -2.2231 -3.7919 0.2 -0.2 0.0 0.336
H -2.8793 -2.8765 -1.0188 0.1 0.3 -0.1 0.393
H -0.5882 -2.1052 -0.4830 -0.2 0.1 -0.1 0.437
H 0.8015 1.2246 -0.5417 -0.3 -0.2 -0.2 1.125
H 4.8970 -2.3737 -3.8680 -0.1 0.0 0.2 0.412
H 5.7939 -2.4980 -2.3328 -0.2 0.0 0.0 0.396
H 4.6906 -3.8056 -2.8331 0.0 0.2 0.0 0.370
H 2.6791 -2.2101 -0.1679 0.2 -0.1 0.0 0.349
H 3.4026 -3.7271 -0.7964 0.0 0.3 0.1 0.403
H 4.4529 -2.4395 -0.1284 -0.3 -0.1 -0.1 0.148
H -1.5124 1.8200 -1.9528 -0.2 -0.3 0.0 0.391
H -3.7954 1.0243 -2.6130 0.2 -0.1 0.2 0.412
C 4.1664 -1.2023 3.8600 -0.1 0.2 -0.2 -0.519
C 3.4514 -0.3813 4.7378 0.1 0.0 -0.2 -0.467
C 2.7311 0.7121 4.2525 0.1 -0.2 -0.2 -0.371
C 2.7118 0.9673 2.8773 0.1 -0.3 -0.1 -0.277
S 1.7784 2.3637 2.2300 -0.9 -1.3 -0.6 1.306
C 0.3997 1.6761 1.3927 0.3 0.4 1.3 -1.485
C -0.7819 2.4827 1.4758 0.5 -0.4 0.1 1.384
C -2.0589 1.8665 1.5427 -0.4 0.3 0.1 -0.337
C -3.2064 2.6198 1.7416 0.2 -0.5 -0.2 -0.785
C -3.1292 4.0148 1.8594 -0.1 0.2 0.0 0.504
C -4.3326 4.7736 2.0180 -1.6 0.9 0.2 0.066
N -5.3370 5.3666 2.1281 1.8 -1.0 -0.2 -0.653
C -1.8756 4.6491 1.7607 0.2 -0.1 -0.2 -0.940
C -0.7274 3.9097 1.5392 -0.4 0.2 0.0 -0.378
O 1.3390 3.0193 3.4353 0.2 1.0 0.6 -0.736
O 2.6248 3.0524 1.2873 0.4 0.5 0.3 -0.680
C 3.4463 0.1725 2.0002 0.0 -0.1 0.0 -0.125
C 4.1731 -0.9162 2.4897 -0.1 0.2 0.2 -0.625
H 4.7262 -2.0580 4.2397 -0.1 0.2 -0.1 0.365
H 3.4594 -0.5840 5.8098 0.0 0.0 -0.3 0.357
H 2.1968 1.3686 4.9345 0.0 -0.1 -0.3 0.449
H 0.3299 0.6042 1.5982 -0.2 0.3 0.0 0.796
H -2.1084 0.7753 1.4912 -0.1 0.3 0.0 0.299
H -4.1801 2.1247 1.8122 0.3 0.2 0.0 0.393
H -1.8121 5.7373 1.8562 -0.1 -0.4 -0.1 0.389
H 0.2230 4.4376 1.4249 -0.3 -0.3 0.1 0.438
H 3.4574 0.4331 0.9400 0.0 -0.1 0.3 0.424
H 4.7557 -1.5250 1.7966 -0.1 0.1 0.3 0.345
```
Forces are in eV/Å.

Results
* F_max: 0.0398 hartree/bohr
* ΔE to the lowest compared entry with this formula, charge and spin: 0.0 kcal per mole
* HOMO energy: -3.6 eV
* HOMO-LUMO gap: 0.20230 hartree
* charge: -1

***

[2]
A 2-piece molecular cluster, C5H14 overall at a distorted geometry. Source: OMol25; level of theory: wB97M-V/def2-TZVPD.

```
19
Properties=species:S:1:pos:R:3:forces:R:3:mulliken_charge:R:1
C 0.1269 1.9097 -1.4009 0.3 1.6 1.4 -1.036
C -1.3313 1.6369 -1.0587 0.8 -1.1 0.1 -0.236
C -1.5464 1.1812 0.3833 0.4 -1.6 -0.3 -0.961
H 0.7609 1.0479 -1.4807 0.0 -0.7 -0.4 0.262
H 0.6528 2.5009 -0.5814 -0.8 -0.4 -0.9 0.268
H 0.1379 2.5270 -2.2929 0.5 -0.1 -0.3 0.316
H -1.9270 2.4874 -1.2156 -0.5 1.7 -0.1 0.338
H -1.7291 0.9892 -1.8504 0.0 -0.6 0.5 0.276
H -0.9771 1.7793 1.0911 0.1 0.2 -0.1 0.300
H -2.5793 1.2421 0.6637 -0.7 0.1 0.2 0.347
H -1.2561 0.1051 0.5521 -0.1 1.0 -0.2 0.127
C 0.8652 -2.5506 1.5143 0.7 -3.4 -3.8 -1.052
C 1.7300 -1.9704 0.4392 1.4 -1.2 1.3 -0.710
H -0.0482 -2.8568 1.0260 -0.4 -0.8 0.1 0.257
H 1.4177 -3.3848 1.9084 -0.3 -0.5 0.6 0.355
H 0.5826 -1.9385 2.2104 -1.3 3.7 4.2 0.376
H 1.1233 -1.5853 -0.3237 -0.2 1.1 -1.2 0.211
H 2.4503 -1.3300 0.9265 0.1 0.8 -0.5 0.268
H 2.3245 -2.8246 0.1038 -0.1 0.3 -0.7 0.294
```
Forces are in eV/Å.

Results
* F_max: 0.1121 hartree/bohr
* ΔE to the lowest compared entry with this formula, charge and spin: 21.3 kcal per mole
* HOMO energy: -11.2 eV
* HOMO-LUMO gap: 0.45459 hartree

***

[3]
C13H22Cl6F15LiN2O6P as an isolated structure at a distorted geometry. Source: OMol25; level of theory: wB97M-V/def2-TZVPD.

```
66
Properties=species:S:1:pos:R:3:forces:R:3:mulliken_charge:R:1
N 1.2049 -3.9538 3.3508 -6.5 5.2 -8.3 -0.468
C 0.5116 -3.3748 2.4216 5.4 -3.4 5.2 -0.088
C -0.0473 -2.6346 1.0562 0.6 -0.8 -0.2 0.368
F 0.1614 -1.1502 1.2218 -0.7 -3.0 -0.1 -0.296
C -1.6028 -3.0264 0.7170 -0.4 0.4 -0.2 0.197
C -1.6047 -4.4853 -0.0342 -0.2 -8.8 -1.9 -0.044
N -1.6269 -5.7327 -0.4559 0.2 12.0 4.0 -0.461
C -2.6355 -2.9389 1.9879 -0.9 -0.6 -0.6 -0.417
C -4.1678 -3.1062 1.3516 1.1 -0.7 0.0 -0.459
O -5.1503 -2.6559 2.3498 0.2 -2.5 -0.5 -0.512
H 0.6135 -2.9413 0.1118 -1.3 0.7 2.4 0.410
H -1.9786 -2.2372 -0.0887 1.1 -1.9 1.7 0.388
H -2.4714 -3.7976 2.7832 -0.1 1.9 -1.6 0.317
H -2.5940 -1.8595 2.4774 0.1 -2.4 -1.1 0.268
H -4.1811 -2.4748 0.3431 -0.4 -1.2 2.3 0.265
H -4.3828 -4.2512 1.0971 0.7 2.5 0.3 0.262
H -5.5410 -3.5095 2.7536 1.0 2.2 -1.0 0.343
O 1.7806 1.2518 -0.0953 -1.4 -3.1 3.0 -0.007
H 1.2531 2.0648 0.1113 0.5 -0.2 -0.7 0.357
H 1.3101 0.4304 0.1980 0.2 0.4 0.2 0.367
H 2.6923 1.3040 0.2897 -0.5 0.3 -0.7 0.420
C 1.0468 -6.4598 -2.8556 -0.2 -0.2 -0.5 0.056
Cl 0.9350 -6.3923 -4.6185 1.6 -1.0 1.3 -0.092
Cl 2.6707 -6.0313 -2.3043 0.2 0.1 0.4 -0.218
H 0.3284 -5.7571 -2.4263 0.2 0.0 -0.2 -0.023
H 0.8143 -7.4744 -2.5229 0.3 0.2 0.0 0.219
C -3.3638 -8.6591 -2.8071 1.3 -0.2 0.4 -0.322
Cl -4.6389 -7.4359 -2.6759 -0.3 0.2 -0.3 -0.145
Cl -1.7863 -7.8897 -3.0505 -0.8 -0.3 -0.2 0.178
Cl -3.3381 -9.6883 -1.3650 -0.2 0.1 -0.3 -0.124
H -3.5778 -9.2879 -3.6751 0.0 0.0 0.3 0.398
F 4.1068 2.2578 -2.5391 3.3 -4.6 2.6 -0.350
P 3.2589 3.5240 -2.2117 0.6 2.1 -4.0 0.733
F 3.7720 4.9916 -2.3169 0.5 4.7 -2.8 -0.363
F 2.3604 2.6197 -1.3151 0.3 -2.9 2.0 -0.136
F 1.8111 4.0801 -2.3609 -3.1 3.9 -1.1 -0.369
F 3.3294 3.4488 -3.7666 -1.5 1.9 -3.7 -0.225
F 4.1746 3.7455 -0.9703 1.9 -2.3 5.7 -0.335
Li -4.5410 -7.6234 -5.2273 0.5 0.7 0.1 0.751
Cl -1.2410 -5.2465 -5.5427 -2.6 0.5 -0.8 -0.837
O -0.9308 -1.5451 -1.5226 0.7 0.1 -0.3 -0.620
H -0.6070 -1.8645 -2.3782 -0.2 0.2 0.0 0.314
H -0.3852 -0.7650 -1.3422 -0.3 0.0 -0.5 0.234
O 0.2692 1.5596 -3.3854 -0.1 -1.4 1.0 -0.684
H 0.5930 1.2402 -4.2410 -0.1 0.8 0.2 0.321
H 0.8148 2.3397 -3.2050 -0.2 0.5 -1.0 0.312
O 0.9700 3.6227 -4.9745 -0.2 -1.2 -1.0 -0.991
H 0.7480 4.4340 -4.5552 -0.2 1.1 0.6 0.126
C 1.4467 4.3124 2.7584 0.0 -0.9 0.1 -0.479
C 1.5852 5.3221 1.6093 -1.0 -0.2 -0.6 0.821
C 2.5481 6.4758 1.8729 0.8 1.0 -0.8 0.122
F 2.1934 7.2203 2.9454 0.2 0.0 -0.4 -0.243
F 2.5750 7.3281 0.8123 -0.2 -0.5 0.2 -0.260
F 0.3495 5.7739 1.2643 0.5 0.0 0.2 -0.286
F 2.0413 4.6299 0.5174 0.1 0.3 0.8 -0.229
O 0.3357 4.5007 3.6411 0.5 1.6 0.7 -0.423
C 0.5318 5.4662 4.6760 1.0 -1.9 -0.6 0.729
C -0.3611 6.7039 4.5146 -0.5 0.9 -0.3 0.230
F -0.1875 7.3032 3.3108 -0.3 -0.5 0.5 -0.199
F -0.0688 7.6402 5.4580 0.2 -0.5 0.0 -0.260
F 1.8509 5.7670 4.7507 -0.8 0.1 0.6 -0.267
F 0.2287 4.8291 5.8382 -0.3 0.6 -0.4 -0.301
H 1.2585 3.3372 2.2931 -0.2 0.3 0.0 0.129
H 2.3853 4.1743 3.3094 -0.2 0.3 -0.2 0.353
H 3.5678 6.1099 2.0255 -0.1 -0.2 0.0 0.308
H -1.4177 6.4412 4.6107 0.1 -0.2 0.0 0.234
```
Forces are in eV/Å.

Results
* F_max: 0.2452 hartree/bohr
* ΔE to the lowest compared entry with this formula, charge and spin: 217.7 kcal per mole
* HOMO energy: -1.8 eV
* HOMO-LUMO gap: 0.03918 hartree
* charge: -1

***

[4]
An isolated molecule of C7H14 at a distorted geometry. Source: OMol25; level of theory: wB97M-V/def2-TZVPD.

```
21
Properties=species:S:1:pos:R:3:forces:R:3:mulliken_charge:R:1
C 0.5323 -0.7368 -1.4363 0.0 -0.1 0.0 -1.726
C -0.6169 -0.0834 -0.6647 -0.5 -0.4 -0.3 0.296
C -0.2086 1.2982 -0.0225 -0.2 0.0 -0.1 0.258
C 0.9289 2.1391 -0.6009 -0.1 -0.1 0.0 -1.524
C 0.0437 0.5339 1.3046 0.0 -0.1 0.1 -0.920
C -0.8790 -0.5899 0.7813 -0.1 -0.3 0.1 0.240
C -0.6352 -2.0613 1.0569 0.8 -0.7 -0.3 -1.404
H 0.2628 -1.7496 -1.7556 0.1 0.1 0.1 0.427
H 1.4681 -0.7879 -0.8635 -0.2 0.0 0.0 0.385
H 0.7540 -0.1746 -2.3526 -0.1 0.0 0.2 0.339
H -1.5455 -0.2537 -1.2684 0.7 1.0 0.1 0.316
H -1.0969 1.9307 0.0893 0.1 -0.1 0.0 0.317
H 1.8596 1.5665 -0.6927 -0.2 0.0 0.0 0.311
H 0.6779 2.5307 -1.5938 0.0 -0.1 0.1 0.337
H 1.1450 3.0012 0.0456 -0.1 -0.2 -0.1 0.401
H -0.2487 1.0180 2.2435 0.1 0.0 -0.2 0.363
H 1.0899 0.2098 1.3912 -0.2 0.0 -0.1 0.265
H -1.9149 -0.3392 1.0496 0.2 0.1 -0.1 0.334
H 0.2281 -2.3750 0.4464 -0.1 0.0 0.4 0.314
H -0.4000 -2.3367 2.0904 -0.1 0.4 0.0 0.337
H -1.4448 -2.7399 0.7523 -0.1 0.5 0.0 0.332
```
Forces are in eV/Å.

Results
* F_max: 0.0235 hartree/bohr
* ΔE to the lowest compared entry with this formula, charge and spin: 19.6 kcal per mole
* HOMO energy: -10.1 eV
* HOMO-LUMO gap: 0.41421 hartree

***

[5]
An isolated ion of composition C7H10 and charge -1 at a distorted geometry. Source: OMol25; level of theory: wB97M-V/def2-TZVPD.

```
17
Properties=species:S:1:pos:R:3:forces:R:3:lowdin_spin:R:1
C 1.1552 -0.5788 1.6212 -1.4 -0.6 0.0 0.088
C 0.8898 -0.9594 2.9188 0.9 0.2 -0.9 0.174
C -1.0549 -1.3065 0.6243 -0.2 0.4 0.7 0.271
C 0.1084 -0.5798 0.5824 1.8 0.5 -0.8 0.119
C 0.3973 0.2270 -0.6123 -0.1 -0.5 1.0 0.030
C -0.5799 0.8470 -1.3202 -0.1 0.5 0.5 0.142
C -0.4180 1.5027 -2.6634 -0.2 0.1 0.3 0.030
H 2.1678 -0.3503 1.2899 -0.2 0.6 0.2 0.006
H 1.6199 -0.8263 3.7068 0.1 -0.3 0.0 0.018
H -0.0211 -1.4902 3.1296 -0.3 0.2 0.3 0.026
H -1.2891 -1.7410 1.5857 -0.6 -0.4 -0.2 0.036
H -1.7364 -1.2243 -0.2158 -0.1 -0.3 0.3 0.029
H 1.4608 0.2882 -0.8656 -0.1 0.0 -0.4 0.008
H -1.4933 1.1376 -0.7443 0.5 -0.8 -0.7 0.009
H -1.4203 1.6248 -3.0794 0.1 0.2 -0.3 0.002
H 0.0395 2.4952 -2.5725 0.0 0.2 -0.2 0.011
H 0.1742 0.9343 -3.3852 0.0 -0.1 0.2 0.002
```
Forces are in eV/Å.

Results
* F_max: 0.0397 hartree/bohr
* ΔE to the lowest compared entry with this formula, charge and spin: 15.7 kcal per mole
* HOMO energy (spin up / spin down): 0.1 / -2.8 eV
* HOMO-LUMO gap (spin up / spin down): 0.15214 / 0.25649 hartree
* spin multiplicity: 2
* charge: -1